Record 1
2 unconnected molecules or ions with the total composition C2H3N2P. Source: OMol25; level of theory: ωB97M-V/def2-TZVPD.

Geometry as XYZ:
```
8
Properties=species:S:1:pos:R:3:nbo_charge:R:1
C 1.654 0.144 -0.278 0.12
C -1.402 -1.788 -0.067 0.11
N 0.994 1.078 0.043 -0.63
N -0.290 -1.801 -0.337 -0.34
P 0.404 2.407 0.615 0.30
H 1.649 -0.956 -0.296 0.26
H -2.197 -1.646 0.620 0.24
H -0.812 2.561 -0.301 -0.05
```

Computed properties:
Orbital gap (spin up / spin down), eV: 7.88 / 7.88
HOMO energy (spin up / spin down), eV: -7.35 / -7.35
Total charge: 0
Energy relative to the best compared isomer or geometry (same formula, charge and spin), kcal/mol: 70.9

Record 2
A molecular structure, C19H23BaN2O6S. Source: OMol25; level of theory: ωB97M-V/def2-TZVPD.

Geometry as XYZ:
```
52
Properties=species:S:1:pos:R:3:mulliken_charge:R:1
Ba -0.504 0.439 -0.881 2.28
O -2.918 -0.011 -1.637 -0.69
C -3.926 0.299 -0.687 -0.15
C -3.790 1.724 -0.160 -1.29
N -2.441 1.959 0.351 0.71
C -1.902 3.237 -0.100 -0.61
C -1.764 3.205 -1.641 0.62
O -2.157 4.169 -2.286 -0.75
O -1.281 2.106 -2.091 -1.00
C -2.300 1.798 1.786 -0.77
C -0.857 1.388 2.173 0.15
O -0.503 1.582 3.335 -0.77
O -0.192 0.813 1.248 -0.65
H -2.548 0.843 -1.954 0.50
H -3.844 -0.413 0.137 -0.07
H -4.924 0.174 -1.128 0.41
H -4.562 1.904 0.600 0.46
H -3.988 2.406 -0.991 0.43
H -0.910 3.376 0.341 0.40
H -2.528 4.090 0.189 0.25
H -2.961 0.999 2.132 0.46
H -2.555 2.707 2.347 0.37
C -1.839 -1.448 3.802 -1.04
C -0.857 -1.765 2.678 -0.88
S -1.579 -1.358 1.058 0.90
O -0.545 -1.672 0.041 -0.99
C -2.702 -2.815 0.888 -0.69
C -1.972 -4.146 0.932 -1.29
H -1.535 -1.946 4.723 0.36
H -2.852 -1.784 3.562 0.23
H -1.860 -0.378 3.996 0.25
H -0.562 -2.811 2.657 0.54
H 0.035 -1.143 2.733 0.46
H -3.123 -2.652 -0.106 0.44
H -3.502 -2.737 1.626 0.45
H -1.027 -4.054 0.394 0.31
H -2.565 -4.923 0.447 0.41
H -1.771 -4.465 1.954 0.28
N 9.795 -0.229 -2.418 -0.57
C 8.647 -0.125 -2.398 0.10
C 7.227 -0.001 -2.369 0.55
C 6.545 -0.061 -1.148 -0.48
C 5.172 0.043 -1.119 -0.53
C 4.433 0.207 -2.307 0.56
C 5.130 0.277 -3.521 -0.67
C 6.506 0.172 -3.552 -0.40
C 3.014 0.280 -2.226 -1.12
C 1.795 0.303 -2.060 -0.21
H 7.110 -0.194 -0.234 0.40
H 4.626 0.000 -0.188 0.46
H 4.570 0.411 -4.436 0.44
H 7.043 0.220 -4.491 0.41
```

Computed properties:
Orbital gap, eV: 7.04
HOMO energy, eV: -5.09
Total charge: -1
Energy relative to the best compared isomer or geometry (same formula, charge and spin), kcal/mol: 78.6

Record 3
C5H8NO3P in the gas phase. Source: OMol25; level of theory: ωB97M-V/def2-TZVPD.

Geometry as XYZ:
```
18
Properties=species:S:1:pos:R:3:nbo_charge:R:1
C -1.802 1.740 0.327 1.07
C -0.001 1.469 -1.190 -0.05
C 0.190 0.020 -0.681 -0.09
C 1.438 -1.440 0.962 -0.61
C 1.134 -0.011 0.539 -0.41
N -1.079 -0.498 -0.388 -1.08
O -2.709 1.864 1.036 -0.39
O -3.029 -2.001 0.148 -1.06
O -0.867 2.243 -0.315 -0.44
P -1.665 -1.999 -0.379 1.40
H 0.939 2.021 -1.223 0.21
H -0.476 1.473 -2.176 0.21
H 0.679 -0.504 -1.515 0.20
H 0.518 -1.955 1.241 0.21
H 2.106 -1.452 1.818 0.22
H 1.903 -1.991 0.147 0.20
H 2.061 0.503 0.281 0.20
H 0.658 0.518 1.368 0.20
```

Computed properties:
Orbital gap (spin up / spin down), eV: 7.85 / 7.85
HOMO energy (spin up / spin down), eV: -8.41 / -8.41
Total charge: 0
Energy relative to the best compared isomer or geometry (same formula, charge and spin), kcal/mol: 71.7

Record 4
C4H4N2O in the gas phase. Source: OMol25; level of theory: ωB97M-V/def2-TZVPD.

Geometry as XYZ:
```
11
Properties=species:S:1:pos:R:3:nbo_charge:R:1
O -2.052 0.664 -1.546 -0.56
C -1.079 0.391 -0.864 0.51
C -1.003 -0.820 -0.038 -0.17
C 0.080 -1.093 0.789 -0.02
N 1.157 -0.316 0.837 -0.32
C 1.078 0.804 0.039 -0.21
N 0.056 1.195 -0.779 -0.32
H -1.848 -1.509 -0.089 0.23
H 0.073 -1.972 1.436 0.21
H 1.458 1.665 0.648 0.33
H 2.081 0.992 -0.434 0.32
```

Computed properties:
Orbital gap (spin up / spin down), eV: 7.72 / 7.24
HOMO energy (spin up / spin down), eV: -9.83 / -9.36
Total charge: 0
Energy relative to the best compared isomer or geometry (same formula, charge and spin), kcal/mol: 81.1

Repeat the first record exactly.
2 unconnected molecules or ions with the total composition C2H3N2P. Source: OMol25; level of theory: ωB97M-V/def2-TZVPD.

Geometry as XYZ:
```
8
Properties=species:S:1:pos:R:3:nbo_charge:R:1
C 1.654 0.144 -0.278 0.12
C -1.402 -1.788 -0.067 0.11
N 0.994 1.078 0.043 -0.63
N -0.290 -1.801 -0.337 -0.34
P 0.404 2.407 0.615 0.30
H 1.649 -0.956 -0.296 0.26
H -2.197 -1.646 0.620 0.24
H -0.812 2.561 -0.301 -0.05
```

Computed properties:
Orbital gap (spin up / spin down), eV: 7.88 / 7.88
HOMO energy (spin up / spin down), eV: -7.35 / -7.35
Total charge: 0
Energy relative to the best compared isomer or geometry (same formula, charge and spin), kcal/mol: 70.9

> What is the formula in the first record?

C2H3N2P

> The lowest energy relative to the best compared isomer or geometry (same formula, charge and spin) belongs to which entry?

C2H3N2P

> Which value of energy relative to the best compared isomer or geometry (same formula, charge and spin) does entry 2 give?

78.6 kcal/mol